# 1
Molecular formula: C24H30AgCl3GeN2O5PS
Method: DFT, ωB97M-V with the def2-TZVPD basis set

As for the gap between HOMO and LUMO (alpha / beta): 7.8 / 7.4 eV. The multiplicity is 2. As for the LUMO energy (alpha / beta): 0.13 / -2.00 eV.

Structure (XYZ):
```
68
C24H30AgCl3GeN2O5PS, DFT ωB97M-V with the def2-TZVPD basis set
Ag 0.758 -1.567 -0.015
C 1.470 -0.196 3.691
C 0.477 -1.246 3.360
N 0.175 -1.696 2.155
C -0.796 -2.662 2.317
C -1.084 -2.786 3.647
N -0.267 -1.885 4.279
C -2.018 -3.591 4.481
O -2.783 -4.454 3.863
O -2.018 -3.415 5.680
C -1.359 -3.401 1.139
O -2.262 -4.228 1.348
O -0.876 -3.097 0.014
H 1.589 0.482 2.851
H 2.446 -0.633 3.906
H 1.147 0.380 4.559
H -0.278 -1.756 5.280
H -2.624 -4.443 2.851
O -0.769 0.669 -0.213
S -0.987 1.498 1.010
C -2.290 2.667 0.582
C -2.765 2.698 -0.716
C -3.777 3.590 -1.042
C -4.304 4.431 -0.072
C -3.826 4.381 1.231
C -2.818 3.491 1.565
C 0.356 2.687 1.056
C 0.686 3.277 2.267
C 1.723 4.198 2.309
C 2.424 4.504 1.152
C 2.093 3.894 -0.051
C 1.052 2.982 -0.104
H -2.343 2.019 -1.447
H -4.159 3.624 -2.054
H -5.096 5.122 -0.329
H -4.244 5.030 1.989
H -2.447 3.441 2.583
H 0.147 3.012 3.169
H 1.994 4.663 3.248
H 3.243 5.210 1.189
H 2.653 4.125 -0.948
H 0.775 2.490 -1.028
Cl 4.300 -0.338 -1.642
Ge 3.027 -0.536 0.142
Cl 3.848 1.074 1.382
Cl 3.781 -2.359 1.132
C -1.129 -3.462 -3.079
C -0.886 -1.962 -2.958
P 0.780 -1.455 -2.374
C 0.926 0.244 -3.030
C 1.158 0.346 -4.534
C 1.991 -2.499 -3.259
C 2.320 -3.774 -2.484
H -2.154 -3.635 -3.409
H -0.999 -3.958 -2.119
H -0.465 -3.913 -3.819
H -1.599 -1.500 -2.272
H -1.027 -1.486 -3.934
H 1.737 0.745 -2.495
H -0.005 0.730 -2.725
H 2.123 -0.081 -4.811
H 1.158 1.390 -4.848
H 0.385 -0.169 -5.106
H 2.891 -1.900 -3.402
H 1.590 -2.721 -4.251
H 2.798 -3.533 -1.533
H 3.007 -4.395 -3.058
H 1.427 -4.360 -2.268
```

Löwdin charges in e: number 1, Ag, carries 0.643; number 2, C, carries -0.014; number 3, C, carries -0.348; number 4, N, carries 0.076; number 5, C, carries -0.115; number 6, C, carries -0.070; number 7, N, carries 0.184; number 8, C, carries -0.494; number 9, O, carries 0.133; number 10, O, carries 0.091; number 11, C, carries -0.567; number 12, O, carries 0.042; number 13, O, carries -0.107; number 14, H, carries 0.013; number 15, H, carries 0.086; number 16, H, carries 0.089; number 17, H, carries 0.174; number 18, H, carries 0.074; number 19, O, carries -0.588; number 20, S, carries 0.997; number 21, C, carries -0.363; number 22, C, carries -0.068; number 23, C, carries -0.068; number 24, C, carries -0.077; number 25, C, carries -0.073; number 26, C, carries -0.082; number 27, C, carries -0.389; number 28, C, carries -0.102; number 29, C, carries -0.074; number 30, C, carries -0.083; number 31, C, carries -0.079; number 32, C, carries -0.083; number 33, H, carries 0.103; number 34, H, carries 0.108; number 35, H, carries 0.106; number 36, H, carries 0.108; number 37, H, carries 0.108; number 38, H, carries 0.108; number 39, H, carries 0.109; number 40, H, carries 0.109; number 41, H, carries 0.112; number 42, H, carries 0.097; number 43, Cl, carries 0.084; number 44, Ge, carries -0.257; number 45, Cl, carries 0.100; number 46, Cl, carries 0.026; number 47, C, carries -0.142; number 48, C, carries -0.373; number 49, P, carries 0.877; number 50, C, carries -0.413; number 51, C, carries -0.134; number 52, C, carries -0.405; number 53, C, carries -0.144; number 54, H, carries 0.078; number 55, H, carries 0.050; number 56, H, carries 0.066; number 57, H, carries 0.080; number 58, H, carries 0.076; number 59, H, carries 0.033; number 60, H, carries 0.067; number 61, H, carries 0.068; number 62, H, carries 0.076; number 63, H, carries 0.066; number 64, H, carries 0.033; number 65, H, carries 0.088; number 66, H, carries 0.033; number 67, H, carries 0.078; number 68, H, carries 0.063

# 2
Molecular formula: C26H26N4O2SZr
Method: DFT, ωB97M-V with the def2-TZVPD basis set

As for the total charge: +4. As for the gap between HOMO and LUMO (alpha / beta): 3.0 / 3.0 eV. As for the LUMO energy (alpha / beta): -17.03 / -17.01 eV.

Structure (XYZ):
```
60
C26H26N4O2SZr, DFT ωB97M-V with the def2-TZVPD basis set
N -2.596 0.021 3.041
C -3.455 -0.618 3.497
C -4.496 -1.464 4.082
H -4.167 -2.515 3.988
H -5.456 -1.325 3.565
H -4.635 -1.200 5.137
N -1.738 3.424 -1.650
C -0.975 4.194 -2.065
C -0.052 5.182 -2.587
H -0.438 5.578 -3.534
H 0.949 4.729 -2.730
H 0.040 6.019 -1.879
N 3.020 -3.091 -1.368
C 4.090 -3.487 -1.153
C 5.338 -4.179 -1.000
H 6.157 -3.460 -0.856
H 5.494 -4.765 -1.924
H 5.256 -4.832 -0.112
Zr 0.467 -1.075 -0.986
C 1.177 1.064 -1.062
O 1.436 2.200 -0.962
C -1.235 2.617 1.316
O -0.105 2.806 1.247
C -1.581 -0.821 -0.464
C -1.324 -2.223 -0.656
C -0.715 -2.689 -1.855
C -0.419 -1.763 -2.898
C -0.655 -0.382 -2.708
C -1.212 0.115 -1.481
H -2.075 -0.458 0.442
H -1.619 -2.968 0.084
H -0.588 -3.758 -2.022
H -0.064 -2.100 -3.877
H -0.358 0.322 -3.493
H -1.417 1.174 -1.351
N 0.561 -0.986 1.235
S 1.888 -1.307 2.167
C 2.659 0.291 2.392
C 1.925 1.342 2.938
C 2.464 2.636 2.967
C 3.741 2.866 2.435
C 4.508 1.792 1.946
C 3.964 0.506 1.918
C 1.032 -1.561 3.723
C -0.214 -2.198 3.782
C -0.817 -2.387 5.024
C -0.190 -1.985 6.201
C 1.046 -1.357 6.132
C 1.668 -1.154 4.904
H -0.199 -0.663 1.867
H 0.953 1.160 3.393
H 1.884 3.470 3.386
H 4.148 3.886 2.365
H 5.518 1.958 1.545
H 4.517 -0.363 1.540
H -0.724 -2.532 2.873
H -1.791 -2.860 5.070
H -0.664 -2.146 7.166
H 1.550 -1.013 7.023
H 2.646 -0.677 4.849
```

Löwdin charges in e: number 1, N, carries 0.126; number 2, C, carries -0.240; number 3, C, carries -0.035; number 4, H, carries 0.093; number 5, H, carries 0.108; number 6, H, carries 0.110; number 7, N, carries 0.140; number 8, C, carries -0.245; number 9, C, carries -0.037; number 10, H, carries 0.112; number 11, H, carries 0.091; number 12, H, carries 0.112; number 13, N, carries 0.100; number 14, C, carries -0.244; number 15, C, carries -0.014; number 16, H, carries 0.114; number 17, H, carries 0.129; number 18, H, carries 0.121; number 19, Zr, carries 1.656; number 20, C, carries 0.041; number 21, O, carries 0.219; number 22, C, carries 0.054; number 23, O, carries -0.024; number 24, C, carries -0.111; number 25, C, carries -0.077; number 26, C, carries -0.072; number 27, C, carries -0.048; number 28, C, carries -0.091; number 29, C, carries -0.155; number 30, H, carries 0.139; number 31, H, carries 0.175; number 32, H, carries 0.183; number 33, H, carries 0.188; number 34, H, carries 0.185; number 35, H, carries 0.099; number 36, N, carries -0.315; number 37, S, carries 1.169; number 38, C, carries -0.417; number 39, C, carries -0.086; number 40, C, carries -0.012; number 41, C, carries 0.022; number 42, C, carries -0.005; number 43, C, carries -0.061; number 44, C, carries -0.396; number 45, C, carries -0.092; number 46, C, carries -0.031; number 47, C, carries 0.014; number 48, C, carries 0.003; number 49, C, carries -0.051; number 50, H, carries 0.037; number 51, H, carries 0.125; number 52, H, carries 0.144; number 53, H, carries 0.148; number 54, H, carries 0.144; number 55, H, carries 0.122; number 56, H, carries 0.103; number 57, H, carries 0.120; number 58, H, carries 0.143; number 59, H, carries 0.138; number 60, H, carries 0.129

# 3
Molecular formula: AgCl2H8O4
Method: DFT, ωB97M-V with the def2-TZVPD basis set

As for the gap between HOMO and LUMO (alpha / beta): 8.6 / 5.9 eV. The multiplicity is 2. As for the LUMO energy (alpha / beta): -0.40 / -2.59 eV.

Structure (XYZ):
```
15
AgCl2H8O4, DFT ωB97M-V with the def2-TZVPD basis set
Ag 0.039 0.574 0.216
Cl -1.118 2.811 -0.618
Cl 1.585 1.469 2.126
O 0.948 -1.438 0.650
H 0.856 -2.372 0.425
H 1.645 -1.391 1.327
O -1.903 0.204 1.511
H -1.678 -0.186 2.366
H -2.849 0.391 1.556
O 1.743 0.866 -1.194
H 2.397 0.156 -1.229
H 1.927 1.433 -1.956
O -1.066 -0.598 -1.452
H -1.945 -0.993 -1.509
H -0.580 -0.928 -2.219
```

Löwdin charges in e: number 1, Ag, carries 0.597; number 2, Cl, carries -0.261; number 3, Cl, carries -0.307; number 4, O, carries -0.129; number 5, H, carries 0.068; number 6, H, carries 0.044; number 7, O, carries -0.129; number 8, H, carries 0.054; number 9, H, carries 0.059; number 10, O, carries -0.147; number 11, H, carries 0.055; number 12, H, carries 0.069; number 13, O, carries -0.102; number 14, H, carries 0.068; number 15, H, carries 0.062

no.,calculated total energy (a.u.)
1,-5762.46505
2,-1819.29155
3,-1373.07246